No. 1
# C7H20N2O2P

A 2-piece molecular cluster, C7H20N2O2P overall at a distorted geometry (the ωB97M-V functional and the def2-TZVPD basis, the Open Molecules 2025 dataset).

As for the energy relative to the best compared isomer or geometry (same formula, charge and spin): 28.9 kcal/mol. The largest force on an atom comes out at 3.36 eV Å⁻¹. The gap between HOMO and LUMO is 7.476 eV. The value obtained for the total energy is -23938.651 eV.

Geometry as ORCA input:
```
! RIJCOSX wB97M-V def2-TZVPD def2/J DEFGRID3
* xyz 1 1
C -1.31 -2.94 -0.59
C -1.49 2.97 -1.71
C 0.23 1.53 -2.97
C 2.42 -0.30 1.99
C 0.49 0.78 2.74
C -0.01 -2.14 -0.98
C 0.30 -1.07 1.08
N -0.19 2.32 -1.79
N 1.05 0.04 1.57
O 0.32 3.09 0.50
O 0.16 -0.87 -0.29
P 1.01 2.54 -0.77
H -1.13 -4.04 -0.46
H -1.60 -2.68 0.47
H -2.17 -2.83 -1.24
H -1.47 4.07 -1.54
H -1.86 3.03 -2.71
H -2.16 2.34 -1.06
H 0.83 0.73 -2.44
H -0.54 1.02 -3.44
H 0.80 2.12 -3.76
H 2.92 -0.67 1.08
H 2.79 0.65 2.49
H 2.26 -1.11 2.74
H 0.90 1.77 2.93
H -0.62 0.86 2.64
H 0.55 0.09 3.63
H -0.06 -1.88 -2.01
H 0.97 -2.80 -0.67
H -0.63 -1.02 1.55
H 0.80 -2.08 1.34
H 0.68 3.18 1.36
*
```

***

No. 2
# C22H27CeCl2NO2

C22H27CeCl2NO2 as an isolated structure at a distorted geometry (the ωB97M-V functional and the def2-TZVPD basis, the Open Molecules 2025 dataset).

As for the energy relative to the best compared isomer or geometry (same formula, charge and spin): 0.0 kcal/mol. The largest force on an atom comes out at 1.31 eV Å⁻¹. The gap between HOMO and LUMO is 5.531 eV. The value obtained for the total energy is -66816.991 eV.

Geometry as ORCA input:
```
! RIJCOSX wB97M-V def2-TZVPD def2/J DEFGRID3
* xyz -2 1
C 1.47 1.39 -2.65
C 0.28 0.86 -3.24
C 0.38 -0.58 -3.21
C -0.81 1.64 -3.89
C 1.64 -0.92 -2.65
C 2.31 0.28 -2.28
C 3.69 0.38 -1.75
C 1.83 2.82 -2.53
C -0.62 -1.55 -3.73
C 2.19 -2.29 -2.54
Ce -0.07 0.40 -0.54
Cl -2.56 0.11 -1.44
Cl -0.79 2.94 -0.38
O 0.30 -1.66 -0.20
H -0.73 2.69 -3.62
H -1.79 1.29 -3.52
H -0.80 1.53 -4.98
H -1.64 -1.23 -3.49
H -0.50 -2.52 -3.24
H -0.54 -1.68 -4.82
H 1.42 -2.99 -2.20
H 3.00 -2.32 -1.80
H 2.59 -2.66 -3.50
H 3.92 -0.49 -1.13
H 3.79 1.26 -1.11
H 4.45 0.45 -2.55
H 0.94 3.41 -2.27
H 2.24 3.22 -3.47
H 2.56 2.98 -1.73
H 0.92 -1.97 0.47
O 1.58 0.91 0.65
H 2.08 1.61 1.10
C -3.35 -3.56 2.60
C -2.98 -3.20 1.30
C -2.31 -2.00 1.09
C -1.94 -1.13 2.16
C -2.35 -1.52 3.47
C -3.04 -2.71 3.66
N -1.26 0.03 1.89
C -0.75 0.87 2.87
C -1.12 2.23 2.93
C -0.58 3.08 3.89
C 0.37 2.60 4.80
C 0.78 1.26 4.73
C 0.23 0.40 3.79
H -3.89 -4.50 2.76
H -3.18 -3.83 0.44
H -2.07 -1.70 0.07
H -2.10 -0.87 4.31
H -3.36 -2.97 4.67
H -1.83 2.60 2.18
H -0.91 4.12 3.93
H 0.81 3.27 5.54
H 1.54 0.88 5.42
H 0.55 -0.64 3.72
*
```

***

No. 3
# C48H54AgClN3O2P2S2

C48H54AgClN3O2P2S2 as an isolated structure at a distorted geometry (the ωB97M-V functional and the def2-TZVPD basis, the Open Molecules 2025 dataset).

As for the energy relative to the best compared isomer or geometry (same formula, charge and spin): 0.0 kcal/mol. The largest force on an atom comes out at 2.14 eV Å⁻¹. The gap between HOMO and LUMO is 4.516 eV. The value obtained for the total energy is -115990.963 eV.

Geometry as ORCA input:
```
! RIJCOSX wB97M-V def2-TZVPD def2/J DEFGRID3
* xyz -1 1
Ag 0.10 0.21 0.06
C 0.18 -3.42 -1.81
C -0.80 -2.50 -2.52
C -1.83 -3.31 -3.32
P -1.51 -1.29 -1.33
C -2.77 -0.21 -2.18
C -2.28 0.22 -3.57
C -4.22 -0.70 -2.23
C -2.30 -2.30 -0.07
C -3.35 -3.15 -0.40
C -3.87 -4.03 0.56
C -4.99 -4.95 0.19
C -3.31 -4.06 1.85
C -2.32 -3.18 2.21
C -1.80 -2.24 1.28
N -0.85 -1.31 1.60
C -0.84 -0.74 2.84
C -1.97 -0.68 3.72
C -1.84 -0.18 4.99
C -0.61 0.30 5.47
C -0.45 0.81 6.87
C 0.50 0.31 4.63
C 0.38 -0.18 3.32
P 1.72 0.04 2.15
C 2.38 1.76 2.45
C 2.65 2.44 1.10
C 3.58 1.91 3.39
C 3.04 -1.21 2.60
C 3.36 -1.32 4.10
C 2.64 -2.58 2.06
H 0.71 -4.07 -2.54
H -0.34 -4.10 -1.11
H 0.94 -2.86 -1.24
H -0.21 -1.88 -3.22
H -2.30 -4.09 -2.71
H -1.33 -3.80 -4.17
H -2.64 -2.68 -3.75
H -2.74 0.70 -1.55
H -2.40 -0.58 -4.32
H -1.22 0.50 -3.55
H -2.85 1.09 -3.94
H -4.34 -1.56 -2.90
H -4.85 0.13 -2.62
H -4.62 -0.97 -1.24
H -3.79 -3.15 -1.39
H -5.64 -4.54 -0.60
H -5.65 -5.12 1.07
H -4.64 -5.94 -0.15
H -3.68 -4.80 2.56
H -1.89 -3.20 3.22
H -2.92 -1.10 3.39
H -2.70 -0.16 5.66
H -1.08 0.25 7.59
H -0.72 1.89 6.93
H 0.60 0.72 7.19
H 1.45 0.71 4.97
H 1.52 2.28 2.91
H 3.44 1.90 0.55
H 2.98 3.48 1.26
H 1.74 2.48 0.49
H 4.48 1.40 3.03
H 3.35 1.57 4.41
H 3.83 2.98 3.46
H 3.95 -0.88 2.06
H 2.45 -1.60 4.68
H 3.76 -0.38 4.51
H 4.10 -2.11 4.25
H 1.73 -2.96 2.56
H 3.44 -3.30 2.26
H 2.42 -2.56 0.99
S 6.53 -1.11 -3.88
C 7.39 -2.37 -3.06
C 6.80 -2.79 -1.90
C 5.62 -2.07 -1.64
C 5.31 -1.13 -2.61
C 4.18 -0.26 -2.66
C 3.19 -0.31 -1.64
N 2.10 0.42 -1.61
C 1.93 1.35 -2.62
C 2.86 1.49 -3.71
C 2.58 2.48 -4.72
C 1.45 3.26 -4.67
C 0.48 3.10 -3.61
C -0.75 3.79 -3.57
C -1.62 3.57 -2.49
C -1.16 2.75 -1.41
N -0.07 2.02 -1.47
C 0.75 2.18 -2.55
C -2.95 4.12 -2.45
C -3.87 3.98 -1.42
C -5.10 4.60 -1.69
C -5.09 5.22 -2.91
S -3.58 5.12 -3.75
C 4.02 0.68 -3.70
H 8.31 -2.74 -3.47
H 7.18 -3.57 -1.26
H 5.02 -2.21 -0.74
H 3.30 -1.02 -0.83
H 3.28 2.60 -5.54
H 1.30 4.01 -5.44
H -1.00 4.51 -4.35
H -1.73 2.67 -0.49
H -3.64 3.49 -0.49
H -5.96 4.56 -1.03
H -5.88 5.76 -3.37
H 4.77 0.76 -4.49
Cl -3.21 3.60 3.11
C -1.37 3.43 3.18
C -0.80 3.03 1.78
O -0.35 4.00 1.16
O -1.00 1.83 1.51
H -1.18 2.65 3.93
H -1.00 4.41 3.53
*
```

***

No. 4
# C5H10O3S

A 2-piece molecular cluster, C5H10O3S overall at a distorted geometry (the ωB97M-V functional and the def2-TZVPD basis, the Open Molecules 2025 dataset).

As for the energy relative to the best compared isomer or geometry (same formula, charge and spin): 66.5 kcal/mol. The SMILES is OC1=CCCO1.CSO. The largest force on an atom comes out at 6.61 eV Å⁻¹. The gap between HOMO and LUMO is 8.882 eV. The value obtained for the total energy is -22321.973 eV.

Geometry as ORCA input:
```
! RIJCOSX wB97M-V def2-TZVPD def2/J DEFGRID3
* xyz 0 1
O -0.91 -1.99 1.47
C -1.06 -1.16 0.50
C -0.78 -1.46 -0.78
C -1.31 -0.21 -1.57
C -1.61 0.73 -0.42
O -1.66 0.01 0.77
H -0.53 -1.56 2.27
H -0.11 -2.19 -1.01
H -2.18 -0.46 -2.09
H -0.65 0.35 -2.25
H -0.73 1.53 -0.34
H -2.49 1.25 -0.46
C 2.13 1.55 0.88
S 1.49 0.01 1.25
O 2.15 -0.89 -0.10
H 3.17 1.37 0.99
H 1.91 1.79 -0.13
H 1.73 2.33 1.63
H 1.43 -1.01 -0.60
*
```

***

No. 5
# C20H23NO4S

One molecule with the formula C20H23NO4S at a distorted geometry (the ωB97M-V functional and the def2-TZVPD basis, the Open Molecules 2025 dataset).

As for the energy relative to the best compared isomer or geometry (same formula, charge and spin): 81.0 kcal/mol. The SMILES is CN[C@H]1CCc2cc(O)c(OC)c(OC)c2-c2ccc(SC)c(=O)cc21. The largest force on an atom comes out at 3.62 eV Å⁻¹. The gap between HOMO and LUMO is 7.798 eV. The value obtained for the total energy is -41625.895 eV.

Geometry as ORCA input:
```
! RIJCOSX wB97M-V def2-TZVPD def2/J DEFGRID3
* xyz 0 1
C -2.67 -2.34 -1.15
N -2.99 -1.59 0.06
C -2.06 -0.54 0.51
C -2.64 0.23 1.72
C -1.56 1.20 2.34
C -0.79 1.94 1.27
C -1.07 3.28 1.04
C -0.50 4.02 -0.02
O -0.76 5.35 -0.31
C 0.37 3.35 -0.87
O 0.85 4.04 -1.97
C 2.15 4.61 -1.63
C 0.75 2.01 -0.65
O 1.71 1.49 -1.46
C 1.34 0.55 -2.46
C 0.17 1.29 0.43
C 0.52 -0.17 0.65
C 1.83 -0.55 0.58
C 2.43 -1.87 0.63
C 1.89 -3.03 1.09
S 2.87 -4.50 0.92
C 1.97 -5.22 -0.51
C 0.61 -3.11 1.79
O 0.36 -4.05 2.53
C -0.58 -2.36 1.37
C -0.65 -1.08 0.84
H -1.82 -3.07 -1.05
H -2.37 -1.68 -1.96
H -3.55 -2.91 -1.51
H -3.23 -2.24 0.79
H -1.99 0.16 -0.32
H -2.93 -0.47 2.45
H -3.51 0.82 1.40
H -2.08 1.92 2.93
H -0.89 0.62 3.01
H -1.78 3.80 1.67
H -0.38 5.50 -1.17
H 2.36 5.38 -2.35
H 2.18 5.11 -0.63
H 2.98 3.90 -1.73
H 0.83 -0.30 -2.03
H 0.65 1.03 -3.17
H 2.22 0.20 -3.02
H 2.53 0.25 0.47
H 3.43 -1.86 0.25
H 0.96 -5.50 -0.17
H 1.93 -4.54 -1.35
H 2.43 -6.17 -0.83
H -1.48 -2.89 1.59
*
```

***

No. 6
# C33H48F6O33

A 11-piece molecular cluster, C33H48F6O33 overall at a distorted geometry (the ωB97M-V functional and the def2-TZVPD basis, the Open Molecules 2025 dataset).

As for the energy relative to the best compared isomer or geometry (same formula, charge and spin): 93.4 kcal/mol. The SMILES is O=C1OC[C@@H](F)O1.O=C1OC[C@@H](F)O1.O=C1OC[C@@H](F)O1.O=C1OC[C@@H](F)O1.O=C1OC[C@@H](F)O1.O=C1OC[C@@H](F)O1.COC(=O)OC.COC(=O)OC.COC(=O)OC.COC(=O)OC.COC(=O)OC. The largest force on an atom comes out at 7.64 eV Å⁻¹. The gap between HOMO and LUMO is 9.702 eV. The value obtained for the total energy is -118867.860 eV.

Geometry as ORCA input:
```
! RIJCOSX wB97M-V def2-TZVPD def2/J DEFGRID3
* xyz 0 1
O 3.33 1.86 0.02
C 4.42 2.25 0.23
O 5.44 1.46 0.49
C 6.67 2.15 0.27
C 6.17 3.61 0.44
F 6.79 4.42 -0.35
O 4.84 3.46 0.07
H 7.48 1.81 0.91
H 6.92 1.81 -0.73
H 6.26 3.89 1.49
O -3.51 5.75 -2.57
C -2.68 4.82 -2.30
O -2.55 4.17 -1.17
C -1.56 3.16 -1.29
C -1.09 3.27 -2.68
F -1.44 2.22 -3.43
O -1.86 4.34 -3.18
H -0.74 3.42 -0.62
H -1.88 2.15 -1.03
H -0.02 3.45 -2.72
O 1.41 -0.91 4.00
C 2.38 -0.90 3.26
O 2.44 -1.21 1.96
C 3.76 -1.20 1.49
C 4.55 -0.99 2.75
F 5.59 -0.13 2.59
O 3.63 -0.54 3.63
H 4.02 -2.08 0.89
H 3.95 -0.36 0.82
H 4.94 -1.95 3.09
O 0.54 2.68 -5.56
C 1.61 2.65 -4.98
O 2.79 3.10 -5.52
C 3.84 2.73 -4.61
C 3.10 2.40 -3.32
F 3.00 3.33 -2.42
O 1.75 2.11 -3.75
H 4.26 1.80 -4.98
H 4.67 3.42 -4.45
H 3.43 1.44 -2.91
O -3.20 -3.48 3.26
C -4.19 -2.78 3.46
O -5.43 -3.06 3.12
C -6.38 -2.38 3.88
C -5.44 -1.39 4.49
F -5.62 -1.49 5.80
O -4.14 -1.70 4.17
H -7.11 -2.08 3.12
H -6.84 -3.06 4.59
H -5.53 -0.32 4.30
O 1.78 2.14 6.20
C 1.50 2.41 5.04
O 0.48 3.18 4.83
C 0.41 3.58 3.45
C 1.77 3.07 2.93
F 2.58 4.07 2.72
O 2.24 2.29 3.95
H -0.44 3.08 2.98
H 0.37 4.65 3.25
H 1.64 2.55 1.98
C -7.17 -3.19 -2.41
O -5.83 -3.38 -1.85
C -4.83 -2.53 -2.12
O -4.89 -1.63 -3.02
O -3.91 -2.75 -1.16
C -2.70 -1.91 -1.11
H -7.89 -3.71 -1.78
H -7.29 -3.62 -3.40
H -7.36 -2.16 -2.74
H -2.10 -2.07 -0.22
H -2.96 -0.86 -1.23
H -2.03 -2.07 -1.96
C 0.13 -5.09 -6.13
O -0.45 -3.79 -6.35
C -0.66 -2.89 -5.37
O -0.61 -3.20 -4.17
O -1.02 -1.70 -5.90
C -1.53 -0.73 -5.04
H 1.21 -5.01 -6.01
H -0.23 -5.73 -6.94
H -0.24 -5.59 -5.24
H -2.22 -1.21 -4.35
H -2.06 0.05 -5.59
H -0.68 -0.32 -4.50
C -1.48 -0.55 2.43
O -0.81 -0.82 1.23
C -0.18 0.13 0.60
O -0.06 1.31 1.00
O 0.23 -0.46 -0.60
C 1.04 0.29 -1.52
H -1.62 -1.57 2.79
H -2.44 -0.08 2.24
H -1.01 0.09 3.18
H 0.83 0.02 -2.55
H 2.10 0.16 -1.29
H 0.87 1.37 -1.45
C -3.49 0.97 10.09
O -2.47 0.99 9.13
C -2.23 -0.06 8.49
O -2.75 -1.23 8.57
O -1.22 0.21 7.69
C -0.78 -0.78 6.76
H -4.41 0.96 9.51
H -3.43 1.92 10.64
H -3.43 0.14 10.79
H -0.26 -0.36 5.90
H -1.57 -1.45 6.42
H -0.04 -1.43 7.22
C 2.02 -0.91 -7.16
O 2.25 -0.82 -5.77
C 2.83 -1.88 -5.01
O 3.16 -2.98 -5.49
O 2.60 -1.60 -3.67
C 2.88 -2.65 -2.76
H 1.62 -1.89 -7.42
H 3.03 -0.96 -7.57
H 1.43 -0.12 -7.63
H 2.37 -3.59 -2.95
H 2.74 -2.46 -1.70
H 3.92 -2.97 -2.85
*
```

***

No. 7
# C8H17N2O3P

A 2-piece molecular cluster, C8H17N2O3P overall at a distorted geometry (the ωB97M-V functional and the def2-TZVPD basis, the Open Molecules 2025 dataset).

As for the energy relative to the best compared isomer or geometry (same formula, charge and spin): 142.2 kcal/mol. The SMILES is CC(C)=N[PH3]N=C=O.CCOC(C)=O. The largest force on an atom comes out at 10.67 eV Å⁻¹. The gap between HOMO and LUMO is 8.659 eV. The value obtained for the total energy is -26976.854 eV.

Geometry as ORCA input:
```
! RIJCOSX wB97M-V def2-TZVPD def2/J DEFGRID3
* xyz 0 1
C 0.58 -2.38 0.16
C -0.69 -2.59 -0.85
C -2.20 -2.50 -0.14
N -0.63 -2.86 -2.19
P 0.59 -1.88 -3.05
N 1.98 -0.99 -3.81
C 2.27 0.07 -2.94
O 2.46 1.04 -2.00
H 0.33 -1.49 0.91
H 0.79 -3.37 0.79
H 1.60 -2.11 -0.35
H -2.86 -3.42 -0.53
H -2.03 -2.71 1.02
H -2.68 -1.46 -0.36
H 0.42 -0.73 -2.19
H -0.15 -1.88 -4.30
H 1.57 -2.92 -2.70
C 1.21 2.03 0.50
C -0.02 2.91 0.49
O -1.19 2.17 0.89
C -1.55 1.94 2.18
C -0.57 2.25 3.27
O -2.64 1.43 2.44
H 1.43 1.65 1.50
H 2.08 2.59 0.15
H 1.07 1.16 -0.14
H 0.09 3.81 1.09
H -0.21 3.25 -0.54
H -0.05 1.33 3.55
H -1.13 2.63 4.13
H 0.15 3.02 3.01
*
```

***

No. 8
# F2H4N3OP

One molecule with the formula F2H4N3OP at a distorted geometry (the ωB97M-V functional and the def2-TZVPD basis, the Open Molecules 2025 dataset).

As for the energy relative to the best compared isomer or geometry (same formula, charge and spin): 41.5 kcal/mol. The SMILES is NP(N)(=O)N(F)F. The largest force on an atom comes out at 3.01 eV Å⁻¹. The gap between HOMO and LUMO is 11.386 eV. The value obtained for the total energy is -21304.360 eV.

Geometry as ORCA input:
```
! RIJCOSX wB97M-V def2-TZVPD def2/J DEFGRID3
* xyz 0 1
N -0.96 -1.13 0.80
P -0.21 0.28 0.21
N 1.46 -0.05 0.43
O -0.54 1.60 0.72
N -0.52 0.14 -1.52
F -1.84 0.59 -1.71
F 0.14 1.27 -2.01
H -1.23 -0.93 1.73
H -0.50 -2.00 0.75
H 2.09 0.65 0.82
H 2.11 -0.42 -0.22
*
```

***

No. 9
# H10IO5

A 6-piece molecular cluster, H10IO5 overall (the ωB97M-V functional and the def2-TZVPD basis, the Open Molecules 2025 dataset).

As for the energy relative to the best compared isomer or geometry (same formula, charge and spin): 2.2 kcal/mol. The largest force on an atom comes out at 0.26 eV Å⁻¹. The gap between HOMO and LUMO is 8.529 eV. The value obtained for the total energy is -18504.235 eV.

Geometry as ORCA input:
```
! RIJCOSX wB97M-V def2-TZVPD def2/J DEFGRID3
* xyz -1 1
I -0.55 -0.95 -0.35
O 2.40 1.10 0.31
H 1.88 0.27 0.28
H 1.95 1.66 -0.32
O 2.52 -1.60 -2.35
H 1.74 -1.34 -1.83
H 3.08 -0.82 -2.33
O -1.33 1.71 2.26
H -2.18 1.77 1.81
H -0.81 1.12 1.68
O -2.64 0.58 -2.96
H -2.16 -0.15 -2.53
H -2.12 1.35 -2.74
O -0.73 -1.57 3.40
H 0.17 -1.75 3.10
H -1.21 -1.39 2.57
*
```

***

No. 10
# C6H6N2

A 2-piece molecular cluster, C6H6N2 overall at a distorted geometry (the ωB97M-V functional and the def2-TZVPD basis, the Open Molecules 2025 dataset).

As for the energy relative to the best compared isomer or geometry (same formula, charge and spin): 95.5 kcal/mol. The SMILES is CC(=C=N)C#N.C#C. The largest force on an atom comes out at 7.49 eV Å⁻¹. The gap between HOMO and LUMO is 9.610 eV. The value obtained for the total energy is -9294.603 eV.

Geometry as ORCA input:
```
! RIJCOSX wB97M-V def2-TZVPD def2/J DEFGRID3
* xyz 0 1
C 0.50 -0.58 -1.56
C 0.54 0.42 -0.48
C 1.34 0.19 0.56
N 2.10 -0.24 1.42
C -0.10 1.70 -0.65
N -0.51 2.74 -0.93
H 0.56 -0.09 -2.49
H 1.30 -1.31 -1.45
H -0.46 -1.29 -1.59
H 1.92 -0.55 2.32
C -2.06 0.31 1.32
C -1.57 -0.81 1.13
H -2.31 1.26 1.39
H -1.25 -1.74 1.00
*
```

***

No. 11
# C7H7N3RhS2SbSe4

C7H7N3RhS2SbSe4 as an isolated structure (the ωB97M-V functional and the def2-TZVPD basis, the Open Molecules 2025 dataset).

As for the energy relative to the best compared isomer or geometry (same formula, charge and spin): 0.0 kcal/mol. The largest force on an atom comes out at 0.46 eV Å⁻¹. The gap between HOMO and LUMO (alpha / beta) is 6.749 / 5.741 eV. The value obtained for the total energy is -304443.885 eV.

Geometry as ORCA input:
```
! RIJCOSX wB97M-V def2-TZVPD def2/J DEFGRID3
* xyz 0 5
Rh 0.37 0.35 0.14
Se 1.16 4.09 -1.47
Sb 0.90 1.72 -2.06
Se -1.36 2.06 -0.98
Se 2.67 0.44 -0.55
Se 1.10 0.82 -4.23
S -1.21 0.18 2.26
C -0.67 1.75 2.45
N -1.41 2.66 3.12
C -1.07 3.97 3.20
C 0.08 4.39 2.61
C 0.85 3.40 1.95
N 0.50 2.13 1.89
H -2.29 2.34 3.51
H -1.74 4.63 3.73
H 0.38 5.42 2.64
H 1.77 3.65 1.45
S -1.48 -3.83 -1.16
C -1.76 -2.69 -2.40
C -1.23 -1.49 -2.06
N -0.61 -1.47 -0.83
C -0.67 -2.64 -0.26
H -2.28 -2.95 -3.31
H -1.25 -0.60 -2.67
H -0.25 -2.85 0.71
*
```